DFT (the ωB97M-V functional and the def2-TZVPD basis) results for a cluster of 13 separate species, C18H62N4O13 in total in a non-equilibrium geometry.

For the frontier orbital gap, the calculation gives 9.2 eV. The LUMO energy is -0.141 eV. As for the total charge: 0.

CARTESIAN COORDINATES (ANGSTROEM)
C  -1.012  4.909  0.109
C  -0.428  3.738  0.921
O  -0.448  4.240  2.218
H  -2.050  5.232  0.270
H  -0.954  4.767  -0.929
H  -0.353  5.761  0.214
H  0.570  3.489  0.722
H  -1.084  2.827  0.845
H  -0.451  3.532  2.850
C  0.241  2.076  -2.705
C  -1.242  1.755  -3.036
O  -1.935  3.005  -3.273
H  0.257  2.712  -1.809
H  0.704  2.638  -3.490
H  0.858  1.157  -2.609
H  -1.773  1.294  -2.219
H  -1.162  1.035  -3.791
H  -2.860  3.013  -2.890
C  -4.319  2.427  -0.171
C  -3.799  1.253  0.538
O  -4.879  0.573  1.189
H  -3.476  3.014  -0.588
H  -4.931  3.093  0.343
H  -4.935  2.066  -1.039
H  -2.962  1.456  1.258
H  -3.426  0.486  -0.144
H  -4.531  -0.211  1.666
C  -1.910  -4.893  3.017
C  -0.783  -4.105  2.309
O  -0.837  -2.715  2.488
H  -2.831  -5.039  2.415
H  -2.068  -4.274  3.869
H  -1.581  -5.889  3.243
H  -1.030  -4.155  1.246
H  0.195  -4.524  2.494
H  -1.441  -2.277  1.861
C  1.602  -4.061  0.081
C  1.137  -4.206  -1.347
O  -0.175  -4.454  -1.536
H  1.277  -3.161  0.554
H  2.668  -4.052  0.172
H  1.344  -4.837  0.757
H  1.741  -5.019  -1.735
H  1.593  -3.405  -2.014
H  -0.273  -4.952  -2.330
C  2.830  4.101  -1.471
O  2.914  2.723  -1.375
N  2.852  4.921  -0.483
N  2.727  4.656  -2.618
H  2.842  4.453  0.393
H  2.307  5.862  -0.386
H  2.678  4.089  -3.490
H  2.356  5.650  -2.520
C  -3.133  -2.263  -0.528
O  -2.462  -1.693  0.469
N  -2.681  -3.344  -1.117
N  -4.316  -1.916  -0.912
H  -1.738  -3.731  -0.912
H  -3.059  -3.660  -2.010
H  -4.555  -0.933  -0.746
H  -4.863  -2.314  -1.742
C  -0.235  0.164  0.042
O  0.959  0.939  0.122
H  -0.438  -0.024  -0.991
H  -1.052  0.527  0.573
H  -0.058  -0.832  0.507
H  1.783  0.479  -0.161
C  2.326  -0.870  2.661
O  1.725  -2.065  3.138
H  3.183  -0.423  3.253
H  1.604  -0.138  2.353
H  2.811  -1.128  1.730
H  0.792  -2.146  3.114
C  -0.486  -1.693  -3.362
O  0.372  -1.328  -4.382
H  -0.927  -2.690  -3.639
H  -1.359  -1.044  -3.209
H  0.021  -1.676  -2.415
H  1.030  -1.990  -4.555
C  -1.163  0.516  3.491
O  -0.312  1.627  3.112
H  -1.949  0.133  2.750
H  -1.656  0.673  4.454
H  -0.616  -0.388  3.688
H  0.137  1.286  2.386
C  5.709  0.538  2.418
O  5.116  1.097  1.262
H  5.497  -0.531  2.540
H  5.377  1.181  3.268
H  6.740  0.637  2.408
H  4.206  0.764  1.164
C  2.882  -0.948  -1.476
O  3.381  0.134  -0.619
H  2.409  -1.630  -0.781
H  3.613  -1.478  -2.132
H  2.036  -0.530  -2.075
H  3.624  0.927  -1.136

Atomic partial charges in e from the Löwdin method, atoms 1 to 5: -0.071, -0.313, -0.079, 0.082, 0.030


DFT (the ωB97M-V functional and the def2-TZVPD basis) results for a structure of composition C5H5EuO6 in a non-equilibrium geometry.

Its expectation value of S² is 20.016. For the frontier orbital gap (spin up / spin down), the calculation gives 9.1 / 8.9 eV. The LUMO energy (spin up / spin down) is -7.765 / -9.510 eV. As for the spin multiplicity: 9. As for the total charge: +2.

CARTESIAN COORDINATES (ANGSTROEM)
O  0.107  0.904  -1.282
C  -1.301  -4.529  -2.399
C  0.206  1.916  -0.566
O  -1.263  -5.655  -2.592
O  -1.375  -3.383  -2.181
C  1.265  2.854  -0.725
Eu  -1.143  -1.069  -1.317
H  1.203  3.829  -0.240
H  2.082  2.584  -1.393
C  -0.117  1.846  0.978
O  0.562  0.808  1.693
C  0.163  -0.431  1.648
O  -0.652  -0.881  0.841
O  0.757  -1.147  2.549
H  -1.202  1.685  1.049
H  0.109  2.762  1.528
H  0.600  -2.093  2.408

Atomic partial charges in e from the Löwdin method, atoms 1 to 5: -0.137, -0.337, -0.341, 0.336, 0.016


DFT (the ωB97M-V functional and the def2-TZVPD basis) results for a structure of composition C35H33N4S2Y.

For the frontier orbital gap, the calculation gives 7.4 eV. The LUMO energy is -0.027 eV. As for the total charge: 0.

CARTESIAN COORDINATES (ANGSTROEM)
Y  -1.474  0.184  0.061
C  -4.139  -1.923  -0.576
N  -2.950  -1.431  -1.316
C  -2.107  -2.571  -1.712
C  -1.317  -3.105  -0.535
N  -0.306  -2.140  -0.042
C  0.795  -2.008  -1.012
C  0.133  -2.590  1.273
C  1.269  -3.378  1.411
C  1.662  -3.861  2.651
C  0.896  -3.560  3.767
C  -0.230  -2.764  3.637
C  -0.637  -2.252  2.400
S  -2.070  -1.232  2.329
C  -3.401  -0.617  -2.435
C  -3.442  -1.123  -3.729
C  -3.836  -0.324  -4.791
C  -4.210  0.990  -4.550
C  -4.197  1.487  -3.259
C  -3.799  0.703  -2.174
S  -3.817  1.398  -0.550
H  -4.698  -2.620  -1.210
H  -4.768  -1.075  -0.317
H  -3.834  -2.408  0.348
H  -1.432  -2.246  -2.504
H  -2.715  -3.386  -2.124
H  -0.817  -4.039  -0.827
H  -1.981  -3.333  0.297
H  1.181  -2.983  -1.329
H  1.599  -1.426  -0.568
H  0.458  -1.469  -1.895
H  1.866  -3.627  0.543
H  2.551  -4.472  2.737
H  1.178  -3.938  4.742
H  -0.825  -2.514  4.506
H  -3.159  -2.149  -3.924
H  -3.850  -0.728  -5.794
H  -4.512  1.630  -5.369
H  -4.487  2.512  -3.066
N  -1.227  2.617  0.769
C  0.103  3.114  0.903
C  0.520  3.595  2.137
C  1.821  4.030  2.325
C  2.711  3.993  1.263
C  2.288  3.510  0.033
C  0.986  3.054  -0.182
C  0.601  2.520  -1.523
C  1.048  3.240  -2.636
C  0.801  2.791  -3.922
C  0.101  1.609  -4.101
C  -0.354  0.915  -2.986
C  -0.142  1.327  -1.660
H  -1.816  2.928  1.533
H  -1.668  2.917  -0.100
H  -0.187  3.621  2.959
H  2.133  4.400  3.293
H  3.731  4.333  1.390
H  2.989  3.460  -0.791
H  1.581  4.174  -2.493
H  1.145  3.364  -4.774
H  -0.109  1.239  -5.098
H  -0.930  0.012  -3.186
N  0.723  0.296  1.301
C  1.687  0.269  1.919
C  2.905  0.198  2.671
C  2.926  -0.534  3.855
C  4.107  -0.615  4.573
C  5.248  0.026  4.109
C  5.219  0.750  2.924
C  4.046  0.841  2.196
H  2.028  -1.037  4.189
H  4.137  -1.180  5.495
H  6.168  -0.041  4.674
H  6.112  1.245  2.568
H  3.997  1.408  1.277

Atomic partial charges in e from the Löwdin method, atoms 1 to 5: 1.108, -0.077, -0.234, -0.187, -0.164


DFT (the ωB97M-V functional and the def2-TZVPD basis) results for a structure of composition C6H8OS in a non-equilibrium geometry.

For the frontier orbital gap, the calculation gives 8.2 eV. The LUMO energy is -0.272 eV. As for the total charge: 0.

CARTESIAN COORDINATES (ANGSTROEM)
C  -0.181  -2.623  -1.481
C  0.377  -1.541  -0.691
C  -0.202  -0.359  -0.856
C  0.288  0.952  -0.248
C  -0.746  1.540  0.749
C  0.520  1.437  1.708
H  -1.118  -2.470  -2.037
H  1.312  -1.678  -0.156
H  -1.147  -0.176  -1.390
H  0.659  1.601  -1.035
H  -1.497  0.855  1.125
H  -1.037  2.534  0.723
H  0.238  0.947  2.615
H  1.039  2.436  1.873
O  1.158  0.655  0.774
S  0.338  -4.111  -1.673

Atomic partial charges in e from the Löwdin method, atoms 1 to 5: -0.740, -0.155, -0.028, -0.330, -0.041


DFT (the ωB97M-V functional and the def2-TZVPD basis) results for an isolated molecule of C18H23N5O3S in a non-equilibrium geometry.

For the frontier orbital gap, the calculation gives 7.4 eV. The LUMO energy is -0.612 eV. The structure (SMILES) is O=C(NC[C@H]1CC=C(S(=O)(=O)c2ccccc2)C=N1)N1C[C@@H]2CNN[C@@H]2C1. As for the total charge: 0.

CARTESIAN COORDINATES (ANGSTROEM)
O  2.147  -3.734  0.816
C  2.433  -2.547  0.693
N  2.724  -2.050  -0.569
C  2.667  -0.657  -0.861
C  1.292  0.167  -0.667
C  1.318  1.670  -1.076
C  0.315  2.102  -2.140
C  -0.824  1.344  -2.414
S  -2.042  2.030  -3.540
O  -1.510  2.926  -4.628
O  -2.837  0.859  -3.988
C  -2.991  3.087  -2.272
C  -2.765  4.484  -2.150
C  -3.473  5.219  -1.208
C  -4.506  4.554  -0.491
C  -4.808  3.198  -0.655
C  -4.023  2.485  -1.573
C  -0.828  -0.040  -2.002
N  0.218  -0.555  -1.419
N  2.561  -1.842  1.909
C  3.697  -0.990  2.404
C  3.299  -0.511  3.810
C  4.192  -1.027  4.993
N  3.191  -1.041  6.035
N  2.027  -1.643  5.406
C  1.865  -1.012  4.083
C  1.633  -2.093  3.042
H  2.625  -2.711  -1.305
H  3.429  -0.133  -0.337
H  2.983  -0.563  -1.967
H  1.018  -0.009  0.430
H  2.318  1.949  -1.489
H  1.172  2.348  -0.285
H  0.387  3.121  -2.347
H  -2.049  5.037  -2.707
H  -3.262  6.264  -1.073
H  -5.144  5.131  0.181
H  -5.708  2.610  -0.424
H  -4.293  1.411  -1.873
H  -1.684  -0.540  -2.390
H  3.695  -0.082  1.699
H  4.657  -1.490  2.182
H  3.408  0.600  3.755
H  4.963  -0.363  5.217
H  4.634  -2.001  4.853
H  3.468  -1.703  6.775
H  1.166  -1.653  5.972
H  1.184  -0.172  4.028
H  0.593  -1.966  2.672
H  1.926  -3.009  3.354

Atomic partial charges in e from the Löwdin method, atoms 1 to 5: 0.046, -0.490, 0.078, -0.170, -0.250


DFT (the ωB97M-V functional and the def2-TZVPD basis) results for a structure of composition C30H57N4O4P2PdSe2Si.

For the frontier orbital gap, the calculation gives 4.8 eV. The LUMO energy is -4.978 eV. As for the total charge: +1.

CARTESIAN COORDINATES (ANGSTROEM)
Pd  -0.841  -0.319  -0.123
C  -2.929  1.801  2.994
Se  -3.337  2.084  1.119
C  -2.145  3.605  0.870
C  -2.285  4.203  -0.517
Se  -1.976  2.942  -1.983
C  -3.831  2.618  -2.469
H  -1.849  1.803  3.131
H  -3.316  0.819  3.257
H  -3.392  2.565  3.613
H  -1.130  3.246  1.041
H  -2.387  4.359  1.621
H  -1.564  5.010  -0.647
H  -3.279  4.623  -0.670
H  -4.377  2.195  -1.630
H  -3.816  1.902  -3.290
H  -4.298  3.541  -2.803
N  0.042  0.581  1.437
C  0.453  0.019  2.538
C  1.019  0.873  3.551
C  1.430  0.363  4.753
C  1.309  -1.014  4.976
C  0.788  -1.889  4.019
C  0.357  -1.391  2.815
H  1.085  1.928  3.318
H  1.843  1.001  5.522
H  1.635  -1.418  5.928
H  0.719  -2.946  4.238
H  -0.067  -2.029  2.051
O  0.651  0.491  -1.418
P  2.138  0.539  -1.209
N  2.556  2.008  -0.611
C  1.545  3.036  -0.273
C  2.382  4.286  -0.021
C  3.573  4.104  -0.959
C  3.880  2.618  -0.809
N  2.681  -0.619  -0.186
C  3.630  -0.446  0.919
C  4.238  -1.837  1.078
C  3.074  -2.763  0.728
C  2.381  -2.044  -0.430
N  2.917  0.278  -2.634
C  2.641  1.157  -3.785
C  3.688  0.744  -4.815
C  4.879  0.340  -3.948
C  4.216  -0.401  -2.790
H  0.957  2.727  0.589
H  0.861  3.181  -1.114
H  2.727  4.310  1.015
H  1.819  5.199  -0.211
H  4.426  4.733  -0.709
H  3.277  4.323  -1.988
H  4.522  2.449  0.062
H  4.379  2.194  -1.682
H  3.112  -0.138  1.835
H  4.379  0.312  0.693
H  4.638  -2.003  2.077
H  5.051  -1.970  0.361
H  2.395  -2.849  1.579
H  3.392  -3.767  0.455
H  1.303  -2.218  -0.451
H  2.789  -2.367  -1.392
H  2.761  2.211  -3.504
H  1.621  1.025  -4.142
H  3.916  1.544  -5.517
H  3.331  -0.116  -5.385
H  5.395  1.230  -3.582
H  5.606  -0.278  -4.471
H  4.803  -0.360  -1.871
H  4.068  -1.454  -3.046
C  -0.958  -0.143  -3.951
O  -2.062  -0.690  -3.215
P  -1.871  -1.425  -1.806
O  -3.334  -1.987  -1.618
C  -4.418  -1.105  -1.279
O  -1.033  -2.737  -2.109
C  -1.500  -3.713  -3.064
H  -1.314  0.007  -4.967
H  -0.114  -0.836  -3.952
H  -0.646  0.799  -3.508
H  -5.214  -1.732  -0.888
H  -4.756  -0.584  -2.175
H  -4.104  -0.393  -0.515
H  -0.662  -4.374  -3.262
H  -1.817  -3.226  -3.985
H  -2.330  -4.272  -2.638
C  -5.269  -3.572  1.904
Si  -3.892  -2.821  2.916
C  -4.589  -1.664  4.209
C  -2.869  -4.155  3.735
C  -2.791  -1.870  1.795
C  -2.074  -1.243  1.037
H  -5.945  -4.156  2.531
H  -4.869  -4.232  1.131
H  -5.857  -2.793  1.414
H  -5.204  -2.209  4.928
H  -5.217  -0.895  3.753
H  -3.791  -1.164  4.762
H  -3.482  -4.772  4.396
H  -2.068  -3.718  4.335
H  -2.415  -4.809  2.988

Atomic partial charges in e from the Löwdin method, atoms 1 to 5: 0.744, -0.392, 0.897, -0.567, -0.560


DFT (the ωB97M-V functional and the def2-TZVPD basis) results for a cluster of 2 separate species, C2H9N4S in total in a non-equilibrium geometry.

For the frontier orbital gap, the calculation gives 10.2 eV. The LUMO energy is -3.320 eV. As for the total charge: +1.

CARTESIAN COORDINATES (ANGSTROEM)
C  0.919  0.110  -1.459
C  -2.022  0.379  2.012
N  1.103  0.500  -2.740
N  -0.137  0.464  -0.808
N  1.154  -1.308  0.777
N  -0.788  0.569  1.803
S  1.921  -1.213  -0.792
H  -2.680  -0.061  1.156
H  -2.584  0.678  2.990
H  2.073  0.438  -3.081
H  0.469  0.833  -3.407
H  -0.879  0.822  -1.360
H  -0.179  0.178  0.241
H  0.308  -1.793  0.630
H  1.769  -1.717  1.455
H  -0.447  1.122  2.583

Atomic partial charges in e from the Löwdin method, atoms 1 to 5: -0.656, -0.086, 0.135, 0.135, -0.281


DFT (the ωB97M-V functional and the def2-TZVPD basis) results for a cluster of 2 separate species, C2H8N2S in total in a non-equilibrium geometry.

For the frontier orbital gap, the calculation gives 9.7 eV. The LUMO energy is 0.947 eV. The structure (SMILES) is N/C=C/N.S. As for the total charge: 0.

CARTESIAN COORDINATES (ANGSTROEM)
N  0.257  2.034  1.193
C  0.209  0.942  0.293
C  -0.827  0.105  0.271
N  -1.184  -0.821  -0.764
H  1.088  2.015  1.778
H  -0.573  2.057  1.769
H  0.992  0.960  -0.456
H  -1.518  0.173  1.116
H  -2.099  -0.589  -1.129
H  -1.219  -1.765  -0.398
S  2.030  -1.942  -1.556
H  2.012  -1.660  -0.281
H  0.831  -1.507  -1.835

Atomic partial charges in e from the Löwdin method, atoms 1 to 5: 0.018, -0.219, -0.237, -0.019, 0.078


DFT (the ωB97M-V functional and the def2-TZVPD basis) results for an isolated molecule of C4H9NO2 in a non-equilibrium geometry.

For the frontier orbital gap, the calculation gives 8.7 eV. The LUMO energy is 0.574 eV. The structure (SMILES) is C=C([O-])[NH2+]CCO. As for the total charge: 0.

CARTESIAN COORDINATES (ANGSTROEM)
C  -0.738  -0.318  -2.492
C  -1.455  0.018  -1.335
O  -2.514  -0.177  -0.810
N  -0.194  0.432  -0.357
C  -0.198  -0.313  0.902
C  0.897  0.149  1.845
O  2.151  -0.060  1.209
H  -0.082  0.439  -2.912
H  -1.260  -0.877  -3.260
H  -0.161  1.438  -0.203
H  0.357  -0.130  -1.308
H  -1.179  -0.208  1.376
H  -0.052  -1.368  0.661
H  0.818  -0.424  2.777
H  0.753  1.212  2.090
H  2.857  0.186  1.815

Atomic partial charges in e from the Löwdin method, atoms 1 to 5: -0.056, -0.507, 0.061, -0.004, -0.186


It is found that the relative energy (zero: lowest compared OMol25 entry of this formula, charge and spin) values, taken in the order of the records, are 1.538, 0.000, 0.000, 2.839, 6.368, 0.000, 0.956, 0.557, 3.905 eV.